No. 1
Computed, not measured: a cluster of 7 separate species, C46H95N7O10 in total, with the ωB97M-V functional and the def2-TZVPD basis.

XYZ file:
```
158
Properties=species:S:1:pos:R:3
C 4.75 -4.00 2.18
C 5.25 -2.60 2.87
C 5.97 -1.54 1.86
C 5.15 -1.27 0.45
C 6.24 -0.50 -0.56
C 5.71 -0.36 -2.10
C 4.48 0.71 -2.32
C 4.35 1.86 -1.17
C 2.97 2.73 -1.54
C 1.96 2.93 -0.26
C 1.07 1.61 0.13
C -0.42 1.55 -0.55
C -0.65 2.13 -2.08
C -0.65 0.96 -3.24
N 0.55 0.03 -3.20
C -1.46 2.29 0.53
C -1.22 3.87 0.89
C -2.38 4.56 1.82
C -3.01 3.59 2.99
C -4.42 2.84 2.57
C -4.28 1.18 2.76
C -5.53 0.36 2.04
C -5.41 -1.28 2.16
C -6.57 -2.09 1.32
O -6.33 -2.14 -0.13
C -5.30 -3.12 -0.50
C -4.95 -3.35 -2.11
O -4.57 -3.84 0.36
O -2.76 1.84 0.00
C -2.59 0.39 -0.34
O -3.65 -0.34 -0.69
C -0.98 0.00 -0.25
C -0.42 -0.79 1.08
H 4.97 -4.09 1.03
H 5.29 -4.90 2.74
H 3.59 -4.12 2.42
H 6.07 -2.91 3.68
H 4.38 -2.11 3.49
H 6.00 -0.49 2.42
H 7.11 -1.80 1.63
H 4.21 -0.59 0.69
H 4.83 -2.24 -0.12
H 7.18 -1.24 -0.59
H 6.65 0.50 -0.08
H 6.59 -0.04 -2.82
H 5.34 -1.42 -2.48
H 3.42 0.21 -2.43
H 4.72 1.28 -3.34
H 5.23 2.66 -1.26
H 4.33 1.47 -0.06
H 2.38 2.14 -2.40
H 3.26 3.78 -1.98
H 2.58 3.36 0.64
H 1.18 3.77 -0.59
H 0.90 1.67 1.31
H 1.64 0.64 -0.18
H 0.19 2.92 -2.41
H -1.68 2.72 -2.21
H -0.66 1.52 -4.29
H -1.62 0.29 -3.24
H 0.23 -0.95 -3.07
H 1.19 0.23 -2.40
H -1.40 1.78 1.59
H -1.08 4.54 -0.08
H -0.20 3.96 1.49
H -3.22 5.08 1.15
H -1.85 5.46 2.40
H -2.22 2.82 3.45
H -3.29 4.31 3.90
H -4.63 3.00 1.41
H -5.35 3.20 3.17
H -3.22 0.81 2.35
H -4.27 0.94 3.91
H -5.72 0.69 0.93
H -6.50 0.69 2.65
H -4.32 -1.67 1.89
H -5.58 -1.56 3.31
H -7.63 -1.58 1.47
H -6.72 -3.21 1.70
H -5.32 -2.47 -2.79
H -5.42 -4.37 -2.48
H -3.76 -3.39 -2.25
H -0.86 -0.80 -1.09
H -1.25 -1.56 1.40
H -0.25 -0.08 2.02
H 0.60 -1.34 0.88
C 0.97 8.84 -1.59
N 1.17 7.49 -1.11
C 1.33 6.42 -2.07
C 1.21 7.18 0.24
O 1.38 6.07 0.71
H 0.06 8.86 -2.20
H 1.83 9.13 -2.20
H 0.86 9.54 -0.76
H 0.54 5.68 -1.91
H 2.30 5.94 -1.91
H 1.27 6.81 -3.09
H 1.08 8.07 0.88
C 1.29 -6.14 -2.38
N 0.66 -4.85 -2.17
C -0.79 -4.79 -2.05
C 1.38 -3.68 -2.09
O 0.92 -2.57 -1.92
H 0.90 -6.58 -3.30
H 1.04 -6.79 -1.54
H 2.37 -6.04 -2.45
H -1.18 -4.15 -2.84
H -1.04 -4.36 -1.08
H -1.22 -5.79 -2.14
H 2.47 -3.84 -2.20
C -7.49 0.01 -7.01
N -7.15 -0.70 -5.79
C -7.65 -0.21 -4.53
C -6.36 -1.83 -5.80
O -6.04 -2.48 -4.81
H -7.12 1.04 -6.93
H -8.58 0.02 -7.12
H -7.05 -0.47 -7.88
H -6.81 0.02 -3.87
H -8.26 -0.99 -4.06
H -8.26 0.69 -4.68
H -6.04 -2.12 -6.81
C -0.40 -5.37 3.85
N 0.85 -6.02 3.52
C 1.69 -6.52 4.59
C 1.27 -6.17 2.21
O 2.31 -6.71 1.86
H -0.19 -4.50 4.48
H -1.03 -6.08 4.40
H -0.93 -5.04 2.95
H 2.66 -6.03 4.54
H 1.83 -7.60 4.45
H 1.22 -6.33 5.56
H 0.56 -5.76 1.48
C 6.64 -9.09 -0.17
N 6.01 -7.80 0.03
C 4.57 -7.74 0.15
C 6.74 -6.63 0.11
O 6.27 -5.51 0.29
H 6.25 -9.52 -1.10
H 6.40 -9.74 0.67
H 7.73 -8.99 -0.25
H 4.17 -7.09 -0.63
H 4.31 -7.30 1.13
H 4.13 -8.73 0.07
H 7.82 -6.79 0.01
C -1.99 9.48 4.62
N -1.03 9.84 3.60
C 0.35 10.07 3.98
C -1.39 9.98 2.27
O -0.64 10.29 1.36
H -2.03 10.27 5.37
H -1.67 8.54 5.09
H -2.99 9.34 4.20
H 0.63 11.09 3.71
H 0.98 9.37 3.43
H 0.48 9.92 5.05
H -2.46 9.79 2.09
```

As for the molar mass: 906.30 g/mol. For the total energy, the calculation gives -2944.9321 a.u. Its HOMO-LUMO gap is 9.05 eV. The structure (SMILES) is CCCCCCCCCCC[C@]1(CCN)[C@@H](CCCCCCCCOC(C)=O)OC(=O)[C@@H]1C.CN(C)C=O.CN(C)C=O.CN(C)C=O.CN(C)C=O.CN(C)C=O.CN(C)C=O.

No. 2
Computed, not measured: a cluster of 9 separate species, C47H102F12N3O15P2S4 in total, with the ωB97M-V functional and the def2-TZVPD basis.

XYZ file:
```
185
Properties=species:S:1:pos:R:3
C 5.05 -0.57 -2.80
C 5.10 -1.72 -1.84
O 4.78 -1.75 -0.72
N 5.66 -3.00 -2.49
H 5.65 -2.93 -3.50
H 6.64 -3.16 -2.24
C 4.77 -4.16 -2.08
H 5.19 0.41 -2.34
H 4.01 -0.54 -3.15
H 5.66 -0.70 -3.68
H 4.81 -4.31 -1.01
H 5.20 -5.06 -2.52
H 3.78 -4.00 -2.48
C 1.20 -6.19 2.90
C 2.66 -6.43 2.74
O 3.29 -6.31 1.75
N 3.25 -7.10 3.98
H 4.27 -6.99 4.03
H 2.80 -6.68 4.80
C 2.93 -8.60 3.93
H 0.57 -7.07 2.87
H 0.83 -5.47 2.16
H 1.08 -5.64 3.85
H 3.36 -8.95 4.86
H 3.45 -8.98 3.05
H 1.86 -8.72 3.91
C -1.68 -0.32 0.67
N -0.63 -1.18 1.35
C -0.37 -0.64 2.72
C -1.18 -2.55 1.43
C 0.68 -1.15 0.61
C 0.55 -1.56 -0.85
O 1.91 -1.76 -1.25
H -1.90 -0.80 -0.28
H -1.17 0.63 0.53
H -2.55 -0.24 1.33
H -1.32 -0.74 3.26
H -0.15 0.43 2.68
H 0.41 -1.16 3.27
H -1.98 -2.60 2.17
H -0.47 -3.33 1.75
H -1.53 -2.90 0.47
H 1.40 -1.74 1.17
H 0.99 -0.11 0.71
H 0.20 -0.78 -1.54
H -0.04 -2.45 -1.03
H 2.23 -0.88 -1.50
C -1.98 -3.58 -10.19
C -0.64 -3.98 -9.55
C -0.70 -4.17 -8.04
C -0.62 -2.83 -7.33
P -1.22 -2.77 -5.60
C -0.52 -4.13 -4.68
C -1.01 -4.27 -3.23
C -0.26 -5.42 -2.54
C -0.61 -5.56 -1.05
C -0.61 -1.18 -4.95
C -1.57 -0.55 -3.93
C -1.33 0.93 -3.57
C -2.44 1.39 -2.63
C -3.04 -2.84 -5.59
C -3.78 -1.76 -6.41
C -5.25 -1.87 -6.10
C -5.88 -0.65 -5.46
H -2.41 -2.79 -9.57
H -2.68 -4.41 -10.08
H -1.91 -3.37 -11.25
H 0.19 -3.32 -9.83
H -0.36 -4.92 -10.03
H 0.07 -4.84 -7.68
H -1.69 -4.63 -7.87
H -0.95 -1.99 -7.93
H 0.45 -2.70 -7.14
H 0.56 -3.95 -4.59
H -0.67 -5.00 -5.34
H -2.06 -4.58 -3.27
H -0.89 -3.30 -2.76
H 0.82 -5.24 -2.59
H -0.38 -6.39 -3.02
H -0.01 -6.38 -0.65
H -1.66 -5.72 -0.77
H -0.33 -4.63 -0.55
H -0.57 -0.56 -5.85
H 0.35 -1.40 -4.49
H -1.66 -1.21 -3.07
H -2.56 -0.55 -4.40
H -1.23 1.47 -4.51
H -0.35 0.83 -3.09
H -2.46 0.73 -1.76
H -3.43 1.34 -3.07
H -2.30 2.41 -2.27
H -3.36 -2.86 -4.55
H -3.19 -3.82 -6.06
H -3.63 -1.93 -7.48
H -3.31 -0.78 -6.31
H -5.40 -2.65 -5.35
H -5.86 -2.25 -6.93
H -5.42 -0.42 -4.50
H -6.92 -0.82 -5.18
H -5.83 0.28 -6.02
C -0.22 9.77 5.55
C 1.01 9.01 6.01
C 1.67 8.10 4.95
C 0.73 7.16 4.20
P 1.55 5.82 3.28
C 1.58 4.41 4.38
C 2.00 3.04 3.78
C 1.45 1.82 4.51
C 1.89 1.75 5.98
C 0.77 5.64 1.64
C -0.76 5.64 1.61
C -1.35 4.40 2.28
C -1.17 3.07 1.59
C 3.24 6.42 2.86
C 4.15 5.41 2.15
C 5.54 5.95 1.94
C 6.47 6.10 3.17
H -0.13 10.01 4.49
H -0.43 10.67 6.12
H -1.12 9.15 5.66
H 0.68 8.34 6.82
H 1.78 9.68 6.39
H 2.56 7.63 5.36
H 2.07 8.90 4.31
H 0.14 7.72 3.48
H 0.04 6.68 4.91
H 0.53 4.38 4.74
H 1.99 4.66 5.37
H 3.09 3.04 3.83
H 1.66 3.01 2.75
H 1.84 0.89 4.09
H 0.36 1.87 4.47
H 1.32 0.90 6.37
H 1.57 2.65 6.51
H 2.94 1.50 6.13
H 1.21 4.74 1.20
H 1.13 6.52 1.10
H -1.06 5.66 0.56
H -1.18 6.52 2.11
H -2.43 4.55 2.38
H -0.97 4.21 3.30
H -1.53 3.08 0.56
H -1.63 2.26 2.17
H -0.14 2.72 1.50
H 3.64 6.76 3.81
H 3.05 7.20 2.13
H 3.70 5.19 1.18
H 4.23 4.45 2.66
H 5.57 6.88 1.36
H 6.06 5.24 1.29
H 6.75 5.10 3.52
H 5.98 6.62 3.99
H 7.45 6.48 2.88
C -5.02 -1.63 -1.54
F -3.79 -1.88 -2.05
F -5.08 -0.37 -1.15
F -5.91 -1.82 -2.52
S -5.30 -2.84 -0.07
O -6.58 -2.44 0.45
O -5.23 -4.12 -0.74
O -4.14 -2.59 0.81
C 2.13 3.60 -1.75
F 3.39 3.62 -2.19
F 1.93 4.65 -0.97
F 1.31 3.68 -2.78
S 1.90 2.00 -0.79
O 2.70 0.93 -1.42
O 2.45 2.45 0.50
O 0.49 1.66 -0.67
C -4.51 3.31 3.16
F -3.62 4.12 3.76
F -5.75 3.74 3.40
F -4.30 3.43 1.82
S -4.29 1.52 3.63
O -5.30 0.79 2.91
O -2.90 1.28 3.18
O -4.45 1.49 5.08
C -2.56 -3.96 7.03
F -3.55 -3.18 7.41
F -1.54 -3.74 7.87
F -2.91 -5.23 7.14
S -1.97 -3.51 5.30
O -3.16 -3.22 4.51
O -1.13 -2.33 5.45
O -1.25 -4.71 4.86
```

As for the molar mass: 1367.53 g/mol. For the total energy, the calculation gives -6618.3381 a.u. Its HOMO-LUMO gap is 4.62 eV. As for the net charge: +1.